One molecule with the formula C4H9NO, computed with ωB97M-V/def2-TZVPD.

Computed properties:
gap between HOMO and LUMO	10.32	eV
maximum force	0.0188	hartree/bohr
energy	-7829.78815	eV
SMILES string	CN[C@@]1(C)CO1
energy above the lowest of the compared OMol25 structures with the same formula, charge and spin	58.4	kcal/mol
M	87.1	g/mol
LUMO level	1.036	eV

Cartesian coordinates (Å):
C: 1.08 -0.85 -0.35
C: 1.24 1.33 0.72
C: 0.31 0.32 0.23
O: 0.61 0.38 1.61
N: -1.00 0.62 -0.25
C: -1.93 -0.50 -0.21
H: 0.50 -1.77 -0.25
H: 1.35 -0.67 -1.39
H: 1.99 -0.97 0.24
H: 1.06 2.34 1.07
H: 2.25 1.19 0.32
H: -0.90 0.95 -1.21
H: -1.63 -1.37 -0.82
H: -2.02 -0.83 0.83
H: -2.92 -0.17 -0.54